No. 1
# CH2NO4

A 3-piece molecular cluster, CH2NO4 overall in a non-equilibrium geometry (the ωB97M-V functional and the def2-TZVPD basis, the Open Molecules 2025 dataset).

Structure (XYZ):
```
8
Properties=species:S:1:pos:R:3:forces:R:3
C 0.836 -0.684 1.841 -1.078 -3.309 4.182
N -1.055 -0.357 -1.721 0.315 0.167 -0.938
O -0.477 0.561 -1.840 -0.293 1.661 -2.885
O -1.554 -1.327 -1.563 -1.455 -2.306 0.780
O 0.293 0.830 -0.082 2.195 5.284 5.177
O 0.417 -1.350 2.696 1.445 2.627 -3.347
H 1.218 0.538 0.099 -0.776 0.046 -0.102
H 0.322 1.789 0.569 -0.353 -4.171 -2.867
```
Forces are in eV/Å.

- Net charge: +1
- Energy relative to the best compared isomer or geometry (same formula, charge and spin): 1.874 eV
- Frontier orbital gap: 9.3160 eV
- HOMO: -15.8 eV

***

No. 2
# C39H35ClN2PbSi2

C39H35ClN2PbSi2 as an isolated structure in a non-equilibrium geometry (the ωB97M-V functional and the def2-TZVPD basis, the Open Molecules 2025 dataset).

Structure (XYZ):
```
80
Properties=species:S:1:pos:R:3:forces:R:3
C -2.598 1.239 3.938 -0.338 0.296 -0.817
C -1.300 1.764 3.671 -0.152 -0.135 -0.488
C -1.334 2.406 2.400 -0.420 0.005 -0.201
H -0.461 1.764 4.367 -0.208 -0.059 -0.243
C -2.665 2.279 1.876 0.890 -0.171 0.259
C -3.439 1.559 2.824 0.617 -0.132 0.677
H -4.508 1.372 2.766 0.279 -0.088 -0.044
H -2.926 0.774 4.865 0.144 -0.041 -0.303
H -0.523 2.982 1.937 -0.355 -0.359 0.187
H -3.030 2.740 0.962 0.085 -0.164 0.173
Pb -1.577 -0.492 1.688 -1.432 0.428 1.852
Si 1.093 -2.989 -1.767 -1.369 2.830 1.579
C 2.018 -1.841 -0.444 0.563 -0.234 0.127
C 3.286 -2.331 -0.104 0.175 0.322 0.076
H 3.708 -3.151 -0.691 -0.087 0.056 0.340
C 4.079 -1.738 0.882 -0.419 0.702 0.129
H 5.073 -2.116 1.082 -0.019 -0.058 0.009
C 3.614 -0.609 1.582 0.387 -0.723 0.040
H 4.241 -0.161 2.368 -0.350 -0.174 -0.474
C 2.357 -0.091 1.288 -0.371 0.112 -0.295
H 1.994 0.812 1.812 0.149 -0.591 -0.380
C 1.570 -0.679 0.286 0.324 -0.827 -0.779
H 0.672 -0.136 -0.026 0.190 -0.555 0.242
C 0.527 1.895 -1.453 0.332 0.492 0.198
C 1.098 3.125 -1.067 -1.759 0.027 -0.449
H 2.168 3.242 -0.990 0.091 0.028 0.121
C 0.247 4.236 -0.975 0.148 0.012 -0.052
H 0.671 5.220 -0.758 -0.209 -0.304 0.022
C -1.110 4.119 -1.295 -0.093 0.113 -0.007
H -1.740 5.025 -1.327 0.405 -0.622 0.085
C -1.669 2.874 -1.617 -0.352 0.057 0.277
H -2.734 2.806 -1.901 0.653 0.053 0.309
C -0.878 1.725 -1.617 1.003 1.203 -0.459
H -1.287 0.779 -1.960 0.094 -0.001 0.148
H -0.144 -2.111 -1.845 0.155 -0.694 -0.312
Si 1.567 0.710 -2.393 -0.190 -2.508 -2.213
C 1.305 1.050 -4.239 0.167 -0.292 0.135
C 2.403 1.702 -4.850 -1.108 0.179 0.427
H 3.389 1.612 -4.420 0.075 0.089 0.053
C 2.168 2.605 -5.869 -0.419 -0.075 -0.254
H 2.986 3.238 -6.194 -0.140 -0.041 -0.285
C 0.867 2.754 -6.361 -0.093 0.317 -0.185
H 0.661 3.559 -7.082 0.040 -0.539 0.277
C -0.174 1.927 -5.911 0.325 0.093 -0.170
H -1.179 2.048 -6.295 0.081 -0.047 -0.226
C 0.052 1.019 -4.883 0.850 0.868 0.412
H -0.735 0.389 -4.480 -0.086 0.224 -0.025
C 3.354 0.146 -2.445 0.293 0.561 1.243
C 4.266 0.922 -1.711 0.416 -0.690 -0.548
H 3.927 1.830 -1.217 0.149 -0.181 0.067
C 5.617 0.581 -1.687 0.646 -0.402 -0.501
H 6.308 1.251 -1.186 0.053 -0.142 0.105
C 6.115 -0.548 -2.378 -1.138 0.127 0.182
H 7.190 -0.808 -2.362 -0.797 0.229 -0.028
C 5.177 -1.352 -3.077 0.248 0.745 0.307
H 5.536 -2.220 -3.628 -0.162 0.113 0.115
C 3.815 -1.009 -3.113 0.607 0.375 0.032
H 3.143 -1.628 -3.713 0.060 0.244 0.233
H 1.424 -3.453 -3.123 0.642 0.258 0.117
Cl 0.672 -4.654 -0.687 -0.078 -0.699 0.217
C -1.065 -2.805 5.836 1.184 0.713 -0.366
C -2.294 -3.402 6.121 -1.194 0.052 -0.944
C -3.311 -3.256 5.184 0.640 -0.217 0.782
C -3.082 -2.522 4.010 -0.931 0.486 -1.181
N -1.864 -1.960 3.735 0.711 0.020 -0.052
C -0.876 -2.097 4.651 -0.715 -0.569 0.358
C -4.140 -2.272 3.025 1.321 -0.213 1.093
C -5.451 -2.745 3.193 -1.004 0.101 -0.590
C -6.432 -2.411 2.263 0.693 -0.608 1.137
C -6.060 -1.613 1.173 0.826 0.904 -0.944
C -4.741 -1.186 1.043 -0.551 -0.563 0.368
N -3.778 -1.516 1.944 -0.182 0.306 -0.965
H -0.237 -2.878 6.536 -0.095 0.004 -0.102
H -2.471 -3.958 7.034 0.108 0.054 -0.060
H -4.289 -3.698 5.341 0.245 0.050 0.134
H 0.083 -1.629 4.405 -0.331 -0.169 0.159
H -5.689 -3.368 4.058 -0.027 0.284 -0.401
H -7.455 -2.765 2.388 0.279 0.115 -0.068
H -6.783 -1.314 0.419 0.107 -0.063 0.129
H -4.413 -0.570 0.188 -0.281 -0.301 0.478
```
Forces are in eV/Å.

- Energy relative to the best compared isomer or geometry (same formula, charge and spin): 0.721 eV
- Frontier orbital gap (spin up / spin down): 6.1450 / 4.2485 eV
- HOMO (spin up / spin down): -6.3 / -4.8 eV

***

No. 3
# C19H34F6OP2V

C19H34F6OP2V as an isolated structure in a non-equilibrium geometry (the ωB97M-V functional and the def2-TZVPD basis, the Open Molecules 2025 dataset).

Structure (XYZ):
```
63
Properties=species:S:1:pos:R:3:forces:R:3
P 0.747 2.211 -1.407 1.136 -0.979 0.750
P -1.909 0.411 0.880 1.301 -2.449 -0.621
C 0.531 0.476 -0.705 0.495 0.337 -0.278
C -0.863 -0.122 -0.693 -1.184 1.075 0.254
H 0.950 0.528 0.330 0.048 0.058 -0.765
H 1.215 -0.115 -1.397 -0.142 1.198 0.212
H -1.446 0.280 -1.535 0.221 -0.613 -0.120
H -0.868 -1.247 -0.738 -0.364 0.676 0.081
C -0.907 -0.675 1.970 -0.105 0.152 0.089
H -1.408 -0.672 2.944 0.432 -0.219 -0.063
H 0.075 -0.193 2.067 -0.232 -0.242 0.340
H -0.789 -1.708 1.585 -0.275 0.493 0.170
C -3.329 -0.753 0.503 -0.206 0.587 -0.047
H -2.953 -1.778 0.387 -0.021 0.271 0.124
H -3.810 -0.438 -0.435 0.053 -0.074 0.308
H -4.081 -0.722 1.305 0.277 -0.003 -0.219
C 2.551 2.336 -1.331 -0.011 0.144 0.032
H 2.854 3.388 -1.426 0.012 -0.292 0.024
H 3.009 1.750 -2.143 -0.209 0.223 0.226
H 2.903 1.935 -0.368 -0.079 0.273 -0.230
C 0.266 2.382 -3.126 -0.315 -0.079 -0.192
H -0.727 1.953 -3.311 0.164 0.199 0.028
H 0.996 1.896 -3.789 -0.183 0.090 0.315
H 0.243 3.457 -3.367 -0.034 -0.292 0.098
V 1.219 -1.915 -0.889 -1.420 2.410 1.432
C 0.217 -3.649 -1.045 0.688 -0.717 1.409
C 1.030 -3.574 0.176 -1.337 -1.338 -1.139
C 2.447 -4.010 0.246 1.061 -0.660 0.599
C 3.392 -3.484 -0.881 1.205 -1.046 0.066
C 3.060 -2.194 -1.559 0.098 1.040 -1.308
C 2.101 -1.999 -2.658 1.545 -0.637 0.266
C 1.394 -3.118 -3.321 -0.321 -0.802 -0.915
C 0.704 -4.129 -2.367 -0.260 -1.243 -1.282
C -0.034 3.335 -0.268 -0.196 0.337 -0.029
H -0.828 -3.907 -0.906 -0.109 0.692 0.388
H 0.451 -3.639 1.098 0.121 0.322 -0.109
H 2.549 -5.108 0.235 -0.345 0.244 -0.141
H 2.876 -3.760 1.230 -0.248 0.248 -0.334
H 4.375 -3.362 -0.391 -0.402 -0.055 -0.365
H 3.536 -4.284 -1.628 -0.150 0.337 0.181
H 3.865 -1.445 -1.578 -0.447 -0.153 0.306
H 2.332 -1.177 -3.343 -0.092 0.156 0.515
H 2.101 -3.682 -3.955 -0.237 0.155 0.138
H 0.638 -2.718 -4.015 0.250 -0.039 0.218
H -0.196 -4.464 -2.904 0.371 -0.061 0.089
H 1.318 -5.035 -2.271 0.015 0.244 0.154
H -1.107 3.392 -0.501 0.246 0.015 0.120
H 0.403 4.344 -0.360 -0.123 -0.358 -0.060
H 0.076 2.970 0.771 -0.026 0.142 -0.490
C -3.096 3.105 2.048 -0.345 0.155 -0.337
C -1.916 2.712 2.929 -0.652 0.756 1.585
O -0.980 1.971 2.284 0.191 -0.245 -0.290
C -1.278 4.093 3.453 -0.132 0.921 0.459
F -2.241 4.936 3.951 1.132 -1.282 -0.573
F -0.331 3.940 4.404 -0.868 -0.083 -0.965
F -0.702 4.756 2.408 -0.297 -0.668 0.478
C -2.475 1.932 4.199 -0.564 0.178 0.853
F -3.487 2.613 4.820 1.274 -0.617 -0.698
F -3.023 0.742 3.799 0.417 0.599 -0.096
F -1.531 1.642 5.123 -0.758 0.252 -1.008
H -2.735 3.772 1.255 -0.169 -0.105 0.213
H -3.858 3.613 2.642 0.071 -0.042 -0.240
H -3.518 2.207 1.568 0.033 0.416 0.400
```
Forces are in eV/Å.

- Net charge: +2
- Spin multiplicity: 2
- Frontier orbital gap (spin up / spin down): 7.6954 / 6.7788 eV
- HOMO (spin up / spin down): -14.6 / -14.6 eV

***

No. 4
# C4H8FNO

One molecule with the formula C4H8FNO in a non-equilibrium geometry (the ωB97M-V functional and the def2-TZVPD basis, the Open Molecules 2025 dataset).

Structure (XYZ):
```
15
Properties=species:S:1:pos:R:3:forces:R:3
N -2.831 0.433 0.212 -0.825 -0.927 1.239
O -1.454 0.271 0.538 2.084 -0.590 -2.302
C -0.530 0.165 -0.683 -4.038 -0.957 -0.043
F -0.589 -1.131 -1.181 -0.234 -0.419 0.378
C 0.780 0.406 -0.168 1.525 3.362 0.974
C 1.373 -0.510 0.867 -1.122 -1.109 -1.686
C 2.052 -0.315 -0.435 1.737 1.974 -0.459
H -3.042 1.134 0.936 -0.464 -0.193 -0.627
H -3.338 -0.449 0.582 1.246 1.566 -0.831
H -0.968 0.721 -1.566 0.616 0.221 1.459
H 0.947 1.534 -0.057 -0.257 -1.720 0.173
H 0.819 -1.448 0.856 0.173 0.126 0.462
H 1.721 -0.176 1.788 0.642 0.620 1.260
H 2.890 0.432 -0.521 -0.740 -1.019 0.404
H 2.169 -1.066 -1.169 -0.344 -0.935 -0.403
```
Forces are in eV/Å.

- Energy relative to the best compared isomer or geometry (same formula, charge and spin): 2.925 eV
- Frontier orbital gap: 10.9218 eV
- HOMO: -9.9 eV

***

No. 5
# C6H8FN4O3S

C6H8FN4O3S as an isolated structure in a non-equilibrium geometry (the ωB97M-V functional and the def2-TZVPD basis, the Open Molecules 2025 dataset).

Structure (XYZ):
```
23
Properties=species:S:1:pos:R:3:forces:R:3
C 1.916 -2.285 0.960 -0.055 -1.183 -0.023
C 0.687 -2.562 0.314 1.419 1.181 0.633
C 0.111 -1.356 0.129 -3.466 1.871 -1.600
C -3.237 0.249 1.109 -0.401 -1.458 0.617
C 0.820 1.592 -0.537 -2.971 0.153 -0.750
C 0.713 0.962 0.840 -5.196 -0.776 -3.357
N 2.058 -1.013 1.156 -0.741 2.304 0.182
N -2.494 0.483 -0.047 -0.298 0.342 0.667
N 0.926 -0.424 0.633 0.990 -2.505 1.331
N -2.824 -1.965 -0.954 0.749 0.515 -0.097
O -3.706 -1.046 1.260 -0.574 1.644 1.444
O -3.458 1.074 1.979 0.381 -0.770 -1.270
O -1.495 -0.207 -2.222 0.149 -0.067 1.293
F 0.230 -3.708 -0.111 -0.599 -1.860 -0.451
S -1.962 -0.656 -0.911 1.693 -2.366 -1.680
H 2.706 -2.875 1.387 -0.032 -0.688 -0.295
H 1.744 2.013 -0.537 2.775 1.625 -0.839
H -0.004 2.377 -0.624 1.273 -0.889 -0.275
H 0.715 0.841 -1.391 -0.005 1.070 1.368
H -0.373 1.219 1.130 1.691 -1.005 0.364
H 1.379 1.187 1.543 2.696 1.727 2.657
H -3.710 -1.618 0.466 0.678 0.280 -0.438
H -2.411 -2.671 -1.590 -0.157 0.852 0.520
```
Forces are in eV/Å.

- Net charge: -1
- Energy relative to the best compared isomer or geometry (same formula, charge and spin): 0.000 eV
- Frontier orbital gap: 8.8402 eV
- HOMO: -5.5 eV